[1]
C2H8N4O | ωB97M-V with the def2-TZVPD basis set

```
15
Properties=species:S:1:pos:R:3:mulliken_charge:R:1
C 0.3900 -1.3360 1.0660 -0.83
C 0.0846 -0.0201 0.8824 0.49
N 0.8398 0.9713 1.5277 -0.53
N -0.7150 0.3384 -0.1713 0.06
N -0.8632 1.6837 -0.4020 -0.65
N 0.0064 -0.5934 -1.4969 -0.36
O -0.4292 -1.4413 -2.5372 -0.40
H 1.0779 -1.6431 1.8441 0.28
H -0.2075 -2.1083 0.6082 0.26
H 1.2360 0.6440 2.3994 0.24
H 0.2719 1.8042 1.6620 0.28
H 0.0373 2.1526 -0.5101 0.26
H -1.3654 1.7948 -1.2767 0.30
H 1.0010 -0.6895 -1.2947 0.27
H -1.3647 -1.5572 -2.3008 0.33
```

Calculated values
E_HOMO (spin up / spin down)   -7.21 / -7.21 eV
Multiplicity   1
SMILES string   C=C(N)N(N)NO
E   -375.0350 Ha
Frontier orbital gap (spin up / spin down)   7.69 / 7.69 eV
Energy relative to the best compared isomer or geometry (same formula, charge and spin)   7.390 eV

=====

[2]
C2H8N4O | ωB97M-V with the def2-TZVPD basis set

```
15
Properties=species:S:1:pos:R:3:mulliken_charge:R:1
C -0.4710 -1.3189 -0.2992 0.12
C -2.4347 0.2036 -0.2952 0.29
N -1.3347 -0.3440 -0.2110 -0.08
N 0.7720 -1.0144 0.1763 -0.03
N 1.2879 0.1898 0.6578 -0.35
N 2.5672 0.7322 0.1785 -0.36
O -3.2922 0.6072 0.5394 -0.35
H -0.7921 -2.4567 -0.3565 0.36
H -3.4633 0.7450 -2.6213 0.11
H 1.3704 -1.7608 0.4175 0.27
H 1.2080 0.1978 1.6739 0.30
H 2.7010 1.8004 0.4199 0.44
H 2.4580 0.7870 -0.9261 0.44
H 3.4804 0.3505 0.2549 0.36
H -4.0568 1.2813 0.3912 0.48
```

Calculated values
E_HOMO (spin up / spin down)   -17.42 / -16.89 eV
Multiplicity   1
E   -374.3182 Ha
Net charge   +2
Frontier orbital gap (spin up / spin down)   8.07 / 8.81 eV
Energy relative to the best compared isomer or geometry (same formula, charge and spin)   7.074 eV

=====

[3]
C2H8N4O2Rb | ωB97M-V with the def2-TZVPD basis set

```
17
Properties=species:S:1:pos:R:3:mulliken_charge:R:1
Rb 0.5498 1.9144 1.9545 0.96
C 2.2858 -0.9552 0.2568 0.63
O 1.8739 0.1846 0.1434 -0.60
N 1.8795 -1.8104 1.1938 -0.42
N 3.0542 -1.5677 -0.6004 -0.41
H 1.8591 -2.7937 0.9642 0.21
H 1.2291 -1.4853 1.8948 0.18
H 3.4705 -2.4561 -0.3604 0.20
H 3.4103 -1.0211 -1.3715 0.24
C -2.1012 1.0460 -0.1598 0.67
O -1.3515 0.5791 0.6571 -0.70
N -3.2239 1.5883 0.1539 -0.38
N -1.9160 1.0435 -1.4794 -0.37
H -3.9496 1.7537 -0.5288 0.16
H -3.4265 1.7376 1.1320 0.22
H -2.5922 1.5749 -2.0089 0.17
H -1.0513 0.6674 -1.8412 0.24
```

Calculated values
E_HOMO   -13.27 eV
Multiplicity   1
E   -474.5014 Ha
Net charge   +1
Frontier orbital gap   10.16 eV
Energy relative to the best compared isomer or geometry (same formula, charge and spin)   0.871 eV

=====

[4]
C2H8N4O2S | ωB97M-V with the def2-TZVPD basis set

```
17
Properties=species:S:1:pos:R:3:mulliken_charge:R:1
C -2.7313 1.0045 0.4025 -0.18
C 0.4183 -1.0985 0.6863 0.81
N -0.8740 -0.7654 0.4701 -0.51
N 0.8898 -2.0610 -0.1369 -0.39
N 1.1433 1.1320 -1.9903 -0.69
N 1.0599 -0.3645 1.5166 -0.48
O -1.7302 1.8673 0.7379 -0.36
O 2.4589 -0.6317 1.7784 -0.46
S -1.4666 0.2918 1.4389 0.31
H -3.6499 1.2704 0.9173 0.27
H 0.6801 2.0743 -1.8865 0.25
H 0.3818 -2.4690 -0.7823 0.16
H 1.8157 -2.5056 0.0465 0.21
H 0.6465 0.4840 -1.4085 0.25
H 0.9275 0.9287 -3.0255 0.23
H -2.8854 0.6566 -0.5972 0.25
H 2.9155 0.1861 1.8328 0.32
```

Calculated values
E_HOMO   -8.52 eV
Multiplicity   1
E   -848.5343 Ha
Frontier orbital gap   8.83 eV
Energy relative to the best compared isomer or geometry (same formula, charge and spin)   1.136 eV

=====

[5]
C2H8N4O3 | ωB97M-V with the def2-TZVPD basis set

```
17
Properties=species:S:1:pos:R:3:mulliken_charge:R:1
N 0.8105 1.1604 0.4306 -0.09
C -0.6276 0.6632 0.2327 0.75
O 1.2120 1.4836 1.7239 -0.44
O -1.3209 1.0300 1.4679 -0.66
O -1.1102 1.0717 -0.8544 -0.83
H 0.3640 1.5506 2.2050 0.37
H -2.0050 1.6448 1.1730 0.33
H 0.9770 1.9404 -0.2034 0.26
N -0.5130 -0.8549 0.3265 0.00
N -0.9172 -1.5275 -0.8154 -0.54
C 1.7642 -0.9479 -1.2462 -0.29
N 1.7366 -0.6919 -0.0298 -0.23
H -0.7732 -1.2751 1.2075 0.25
H -1.3490 -0.8294 -1.4264 0.28
H -1.5532 -2.2856 -0.6025 0.23
H 2.0713 -0.2602 -2.0337 0.28
H 1.2336 -1.8723 -1.5553 0.33
```

Calculated values
E_HOMO (spin up / spin down)   -7.93 / -8.34 eV
Multiplicity   1
E   -525.4946 Ha
Frontier orbital gap (spin up / spin down)   6.58 / 7.84 eV
Energy relative to the best compared isomer or geometry (same formula, charge and spin)   7.127 eV

=====

[6]
C2H8N4S | ωB97M-V with the def2-TZVPD basis set

```
15
Properties=species:S:1:pos:R:3:mulliken_charge:R:1
C -0.7434 1.7819 -0.3298 -0.92
C 0.3562 -0.4272 0.2155 0.24
H -1.4932 2.4820 0.3514 0.26
H -1.3912 1.2597 -0.9825 0.36
H -0.2741 2.3823 -1.0724 0.32
H 0.3429 1.5923 1.3479 0.33
H 1.6964 -1.8836 1.4806 0.37
H 3.3841 -1.2891 -1.6829 0.10
H -2.1494 -0.7990 0.4518 0.20
H -2.1158 -2.3067 -0.0835 0.28
N -0.0617 0.8435 0.5007 -0.25
N 1.6909 -0.7197 0.7324 -0.32
N -0.4190 -1.4189 -0.2674 -0.25
N -1.7429 -1.4191 -0.3607 -0.53
S 2.9204 -0.0784 -0.3011 -0.19
```

Calculated values
E_HOMO   -7.84 eV
Multiplicity   1
E   -697.9560 Ha
Frontier orbital gap   7.73 eV
Energy relative to the best compared isomer or geometry (same formula, charge and spin)   5.786 eV

=====

[7]
C2H8N5 | ωB97M-V with the def2-TZVPD basis set

```
15
Properties=species:S:1:pos:R:3:mulliken_charge:R:1
H 0.7103 2.9486 -0.2177 0.34
N 0.4588 2.5529 0.8012 -0.25
N 0.1195 1.5318 1.1602 0.02
C -0.0679 0.2361 0.1134 0.90
C 1.0399 -0.7438 0.7557 -1.27
N 0.2811 0.7637 -1.1396 -0.57
N -1.3252 -0.3612 0.1142 0.34
N -2.0130 -0.5342 -0.9472 -0.69
H -2.8654 -1.0263 -0.8196 0.27
H 1.6099 -0.0578 1.4278 0.38
H 1.5165 -1.2183 0.0221 0.45
H 0.4228 -1.4487 1.3194 0.33
H 1.0900 0.3157 -1.6305 0.24
H -0.4370 0.8161 -1.7482 0.21
H -1.6607 -0.7442 1.0191 0.32
```

Calculated values
E_HOMO (spin up / spin down)   -13.62 / -12.81 eV
Multiplicity   1
SMILES string   [H]/N=N\[C@](C)(N)/[NH+]=N/[H]
E   -354.3536 Ha
Net charge   +1
Frontier orbital gap (spin up / spin down)   8.30 / 6.10 eV
Energy relative to the best compared isomer or geometry (same formula, charge and spin)   5.527 eV

=====

[8]
C2H8N5 | ωB97M-V with the def2-TZVPD basis set

```
15
Properties=species:S:1:pos:R:3:mulliken_charge:R:1
N -0.0810 -0.4615 -2.0590 -0.88
N 0.1126 -0.2034 -0.7570 1.32
N -0.8547 -0.9398 0.2829 -0.40
C -0.4423 -0.2702 1.5314 -0.31
C -0.0800 1.1377 1.1024 -0.34
N 0.3390 1.0958 -0.3027 -0.19
N 1.4060 0.1006 -0.4757 -0.58
H 0.6601 -0.7643 -2.6658 0.23
H -1.0903 -0.5847 -2.4262 0.29
H -0.5776 -1.8934 0.2798 0.27
H 0.3416 -0.8023 2.1350 0.28
H -1.4046 -0.2382 2.1445 0.31
H -1.0098 1.7657 1.2139 0.28
H 0.7777 1.6709 1.4259 0.34
H 1.9033 0.3871 -1.4295 0.39
```

Calculated values
E_HOMO   -15.43 eV
Multiplicity   1
SMILES string   N[N@+]12NCCN1N2
E   -354.3055 Ha
Net charge   +1
Frontier orbital gap   12.09 eV
Energy relative to the best compared isomer or geometry (same formula, charge and spin)   6.837 eV

=====

[9]
C2H8N6 | ωB97M-V with the def2-TZVPD basis set

```
16
Properties=species:S:1:pos:R:3:mulliken_charge:R:1
C 0.6150 -0.1328 -1.0417 0.44
C -0.5440 0.2222 1.0910 0.24
H -1.1477 -2.0988 -0.9322 0.33
H -1.7637 -0.4946 -1.9406 0.32
H 1.9500 1.4178 -1.3004 0.25
H 1.7928 0.9244 0.4411 0.27
H 1.2421 -0.0175 -2.8049 0.18
H 1.0304 -0.5135 1.7564 0.33
H 0.2527 0.4258 2.9656 0.31
H -1.9703 0.6706 2.2563 0.21
N -1.6980 -1.0448 -0.7583 -0.60
N -0.4169 -0.5000 -0.1564 0.08
N 1.4078 0.7113 -0.4969 -0.44
N 0.5104 -0.5465 -2.2403 -0.70
N 0.5685 0.4170 1.9856 -0.65
N -1.8290 0.5596 1.1757 -0.58
```

Calculated values
E_HOMO   -8.70 eV
Multiplicity   1
E   -409.3687 Ha
Frontier orbital gap   9.25 eV
Energy relative to the best compared isomer or geometry (same formula, charge and spin)   4.571 eV

=====

[10]
C2H8NO | ωB97M-V with the def2-TZVPD basis set

```
12
Properties=species:S:1:pos:R:3:mulliken_spin:R:1
C -0.8856 1.2493 -0.6215 -0.01
C -0.2022 -1.0622 -1.1284 0.68
N -0.1030 0.0206 -0.3284 0.27
H -1.7470 1.0070 -1.2276 0.00
H -0.1548 1.9199 -1.0810 0.02
H -1.1979 1.5867 0.3754 0.01
H -0.5913 -1.0362 -2.1401 0.04
H 0.4008 -1.9520 -0.9241 0.02
H 0.4651 -0.1298 0.5400 -0.03
H 2.0459 -0.4533 1.8631 0.00
H 0.8607 -0.8711 2.6956 0.00
O 1.1094 -0.2789 1.9772 0.00
```

Calculated values
E_HOMO (spin up / spin down)   -5.03 / -9.44 eV
Multiplicity   2
E   -210.9021 Ha
Frontier orbital gap (spin up / spin down)   5.57 / 9.96 eV
Energy relative to the best compared isomer or geometry (same formula, charge and spin)   0.765 eV